A molecular structure, C28H35BrN7O2P2ReS2 at a distorted geometry, computed with ωB97M-V with the def2-TZVPD basis set.

Summary:
- Charge: +3
- Multiplicity: 2
- ΔE to the lowest compared entry with this formula, charge and spin: 1.433 eV
- E_LUMO (alpha / beta): -0.3372 / -0.3603 hartree
- Kohn-Sham gap (alpha / beta): 0.198 / 0.175 Ha

CARTESIAN COORDINATES (ANGSTROEM)
1 Re -0.73 -0.58 0.51
2 C -5.00 -0.08 1.49
3 C -3.54 0.05 1.26
4 N -2.69 -0.92 1.28
5 N -2.97 -2.15 1.84
6 C -1.95 -2.64 2.60
7 N -2.18 -3.63 3.42
8 S -0.36 -1.97 2.44
9 C -2.87 1.37 1.14
10 C -3.56 2.55 1.16
11 C -2.83 3.74 1.30
12 C -1.47 3.67 1.47
13 C -0.83 2.44 1.42
14 N -1.51 1.31 1.22
15 H -5.36 -1.10 1.44
16 H -5.52 0.48 0.70
17 H -5.29 0.35 2.45
18 H -3.93 -2.40 2.03
19 H -3.11 -3.99 3.61
20 H -1.42 -4.01 3.97
21 H -4.64 2.57 1.10
22 H -3.35 4.69 1.30
23 H -0.88 4.57 1.64
24 H 0.24 2.33 1.56
25 C -2.70 -2.41 -1.75
26 P -1.07 -2.51 -0.98
27 C -0.99 -4.20 -0.34
28 C 0.18 -2.43 -2.27
29 C -0.01 -3.03 -3.51
30 C 1.01 -2.97 -4.46
31 C 2.19 -2.31 -4.16
32 C 2.38 -1.71 -2.92
33 C 1.38 -1.79 -1.96
34 P 1.59 -1.16 -0.27
35 C 2.31 -2.54 0.67
36 C 2.99 -0.02 -0.32
37 H -2.84 -1.45 -2.22
38 H -3.46 -2.57 -0.98
39 H -2.80 -3.20 -2.49
40 H -1.02 -4.88 -1.19
41 H -1.84 -4.41 0.31
42 H -0.07 -4.38 0.21
43 H -0.94 -3.52 -3.76
44 H 0.87 -3.43 -5.42
45 H 2.98 -2.26 -4.90
46 H 3.31 -1.20 -2.72
47 H 3.23 -2.86 0.18
48 H 1.63 -3.38 0.73
49 H 2.54 -2.19 1.68
50 H 3.83 -0.58 -0.72
51 H 3.20 0.27 0.71
52 H 2.79 0.86 -0.93
53 C 3.24 3.42 1.98
54 N 3.61 2.76 3.21
55 C 4.53 3.28 4.13
56 C 4.60 2.41 5.15
57 N 3.72 1.38 4.84
58 C 3.11 1.59 3.66
59 S 1.94 0.53 2.98
60 H 2.69 4.34 2.19
61 H 2.63 2.75 1.39
62 H 4.14 3.68 1.41
63 H 5.04 4.21 3.96
64 H 5.17 2.44 6.06
65 H 3.55 0.56 5.40
66 Br 0.06 1.15 -6.77
67 C -0.09 1.94 -5.08
68 C 0.00 3.32 -4.94
69 N -0.09 3.93 -3.75
70 C -0.24 3.18 -2.67
71 C -0.34 1.79 -2.73
72 C -0.28 1.15 -3.97
73 C -0.44 0.98 -1.53
74 O 0.44 0.92 -0.62
75 O -1.41 0.17 -1.31
76 H 0.14 3.95 -5.80
77 H -0.29 3.70 -1.72
78 H -0.36 0.08 -4.06

Here are the Mulliken charges for atoms 1 to 8, given in e: 1.3443 -1.9052 0.8629 0.2253 -0.3921 0.4182 -0.3472 -0.3288

=====

A molecular structure, C7H8O at a distorted geometry, computed with ωB97M-V with the def2-TZVPD basis set.

Summary:
- ΔE to the lowest compared entry with this formula, charge and spin: 4.092 eV
- E_LUMO: 0.0302 hartree
- Kohn-Sham gap: 0.341 Ha

CARTESIAN COORDINATES (ANGSTROEM)
1 C -2.14 0.03 -0.02
2 C -1.19 1.08 -0.43
3 C -1.51 -1.01 0.41
4 C -0.01 0.52 -0.66
5 C 1.37 0.94 -0.39
6 C 1.29 -0.22 0.64
7 C 0.13 -0.83 -0.14
8 O 0.61 -2.03 -0.69
9 H -3.29 0.05 -0.05
10 H -1.44 2.16 -0.60
11 H -2.06 -1.93 0.75
12 H 2.05 0.61 -1.12
13 H 1.55 2.01 -0.01
14 H 2.07 -1.01 0.73
15 H 0.86 -0.07 1.55
16 H 0.00 -2.27 -1.40

Here are the Mulliken charges for atoms 1 to 8, given in e: 0.0338 -0.6587 -1.0611 -0.1179 -0.4653 -0.9084 1.2160 -0.5444

=====

Listing M for the structures above in their given order: 893.828 108.140 g mol⁻¹.